Molecular formula: C27H23F9INO13
Method: DFT, the ωB97M-V functional and the def2-TZVPD basis

Structure (XYZ):
```
74
Properties=species:S:1:pos:R:3:mulliken_charge:R:1
I 4.087 -0.426 1.692 0.03
F 0.095 0.149 0.496 -0.28
F 0.418 -1.797 -2.383 -0.33
F -2.491 -0.252 0.083 -0.25
F -1.428 -2.143 0.213 -0.25
F -0.547 0.782 -1.494 -0.30
F 1.702 0.369 -2.929 -0.35
F 2.365 0.666 -0.884 -0.27
F -2.128 -1.420 -1.706 -0.27
F 1.276 -1.994 -0.399 -0.29
O -4.393 -0.601 2.282 -0.56
O -10.585 -1.040 -2.807 -0.58
O -9.254 3.386 -5.702 -0.58
O -8.210 0.481 4.811 -0.58
O 10.317 2.869 2.194 -0.60
O -9.462 0.827 2.586 -0.66
O -5.633 -0.189 0.049 -0.54
O 5.253 0.387 -0.824 -0.31
O 8.692 1.081 1.264 -0.64
O -10.736 1.544 -6.734 -0.63
O 8.565 -1.210 5.367 -0.59
O -9.134 0.825 -1.761 -0.52
O 10.169 0.586 6.306 -0.63
N 6.118 -2.842 0.825 -0.49
C 2.107 -0.277 -1.805 1.12
C 3.327 -1.100 -2.166 -1.46
C -9.526 2.355 -4.920 0.46
C -6.210 -0.076 3.699 -1.13
C -7.634 0.352 1.162 -1.10
C -10.396 1.307 -5.589 1.08
C 8.996 0.908 2.433 1.29
C -1.612 -1.054 -0.531 0.61
C -0.280 -0.277 -0.714 0.71
C -10.757 0.122 -4.845 -0.94
C 0.882 -1.106 -1.327 0.38
C -8.292 0.514 2.438 1.15
C 8.933 -0.261 4.526 0.40
C 4.159 -1.778 -1.076 -0.58
C -9.089 2.230 -3.658 -1.15
C 9.945 1.921 3.040 0.21
C -7.500 0.288 3.711 0.31
C 8.524 -0.182 3.252 -0.97
C -9.460 1.052 -2.914 0.95
C 6.457 0.639 -1.541 -0.61
C 9.876 0.759 5.137 0.92
C -10.318 -0.004 -3.584 0.27
C 10.357 1.846 4.314 -1.00
C 5.065 -0.862 -0.224 0.37
C 6.375 -1.577 0.130 -0.36
C -6.342 -0.011 1.153 0.26
C -5.552 -0.258 2.422 0.97
H 7.846 -0.898 2.809 0.34
H -11.370 -0.625 -5.329 0.43
H 9.857 2.677 1.352 0.37
H 11.033 2.566 4.753 0.43
H 7.317 0.732 -0.872 0.11
H -9.107 0.728 4.505 0.38
H -9.706 3.206 -6.552 0.37
H 2.972 -1.865 -2.863 0.52
H 3.958 -0.418 -2.741 0.37
H -10.148 -0.858 -1.950 0.34
H -8.197 0.529 0.256 0.84
H 6.567 -2.861 1.732 0.27
H 6.654 -0.130 -2.297 0.33
H -5.639 -0.244 4.601 0.43
H 3.551 -2.401 -0.426 0.33
H 6.502 -3.620 0.303 0.23
H 6.975 -0.891 0.732 -0.20
H 9.008 -1.005 6.217 0.37
H 6.906 -1.784 -0.805 0.52
H 6.300 1.589 -2.050 0.29
H -4.731 -0.437 0.337 0.28
H 4.828 -2.469 -1.605 0.47
H -8.470 2.973 -3.176 0.44
```

Properties
Kohn-Sham gap ... 7.353 eV
HOMO ... -9.0 eV
LUMO energy ... -1.667 eV
SMILES ... CO[C@](I)(CN)CCC(F)(F)C(F)(F)C(F)(F)C(F)(F)F.O=C1C=C(O)C(=O)C=C1O.O=C1C=C(O)C(=O)C=C1O.O=C1C=C(O)C(=O)C=C1O